(1)
Formula: C34H67BO12P
Source: OMol25
Level of theory: the ωB97M-V functional and the def2-TZVPD basis

Summary:
Total charge: -1
E_LUMO: 2.036 eV

Each line ends with the Löwdin charge.
Element x y z (Å)
C (1.0992, -2.0215, 1.4724)  -0.09
C (2.4843, -1.3528, 1.3369)  -0.24
C (3.0161, -1.2332, -0.1072)  -0.21
C (4.3694, -1.9356, -0.3199)  -0.21
C (4.3234, -3.4590, -0.1619)  -0.21
C (4.0526, -4.2270, -1.4637)  -0.21
C (2.5916, -4.3461, -1.9018)  -0.20
C (1.6356, -4.9066, -0.8537)  -0.21
C (1.7234, -6.4184, -0.6812)  -0.20
C (0.7851, -6.9316, 0.4281)  -0.20
C (-0.6124, -7.3255, -0.0687)  -0.20
C (-1.7690, -6.5797, 0.5882)  -0.17
C (-1.8771, -5.1087, 0.2306)  -0.41
C (-3.2113, -4.4927, 0.7363)  -0.25
O (-3.9306, -4.0691, -0.3708)  -0.26
P (-2.8200, -3.5285, -1.6063)  0.69
O (-3.8139, -2.0383, -2.0791)  -0.18
C (-4.1476, -1.1258, -1.1958)  -0.56
O (-5.1443, -1.1348, -0.5199)  0.10
C (-3.2036, 0.0442, -1.1077)  -0.12
C (-3.6876, 1.2626, -0.6142)  -0.02
C (-2.8447, 2.3675, -0.4851)  -0.11
C (-1.5021, 2.2588, -0.8593)  -0.11
C (-1.0247, 1.0554, -1.3799)  -0.08
C (-1.8658, -0.0526, -1.5056)  -0.02
B (-3.8184, -4.5267, -2.9693)  -0.59
O (-3.1530, -5.4121, -3.8230)  0.10
O (-5.1709, -4.3394, -3.1823)  0.00
C (-5.5459, -3.8899, -4.4707)  -0.10
O (-1.8365, -4.9269, -1.1606)  -0.31
H (1.1739, -2.9812, 1.9804)  0.06
H (0.6525, -2.2040, 0.4975)  0.06
H (0.4175, -1.3937, 2.0407)  0.06
H (2.4510, -0.3618, 1.7855)  0.09
H (3.2086, -1.9396, 1.9019)  0.09
H (2.3132, -1.6741, -0.8130)  0.09
H (3.1565, -0.1829, -0.3621)  0.10
H (5.0932, -1.4998, 0.3726)  0.10
H (4.7128, -1.6939, -1.3288)  0.10
H (5.3113, -3.7754, 0.1836)  0.10
H (3.6306, -3.7387, 0.6309)  0.09
H (4.5153, -5.2118, -1.3925)  0.10
H (4.5899, -3.6935, -2.2524)  0.10
H (2.2098, -3.3907, -2.2626)  0.10
H (2.5572, -5.0225, -2.7604)  0.11
H (1.7723, -4.4432, 0.1223)  0.08
H (0.6140, -4.6761, -1.1694)  0.11
H (1.4239, -6.8914, -1.6190)  0.11
H (2.7499, -6.7264, -0.4680)  0.10
H (1.2750, -7.7883, 0.8931)  0.10
H (0.7195, -6.1613, 1.1997)  0.10
H (-0.6662, -7.2483, -1.1541)  0.10
H (-0.7530, -8.3858, 0.1594)  0.10
H (-2.7004, -7.1065, 0.3690)  0.12
H (-1.6333, -6.6441, 1.6741)  0.12
H (-1.0138, -4.5903, 0.6721)  0.12
H (-3.7750, -5.2275, 1.3174)  0.11
H (-2.9927, -3.6776, 1.4430)  0.11
H (-1.8295, -3.1444, -2.6115)  0.02
H (-2.1545, -2.7569, -0.5986)  0.05
H (-4.7265, 1.3253, -0.3239)  0.11
H (-3.2556, 3.2802, -0.0741)  0.09
H (-0.8471, 3.1133, -0.7416)  0.09
H (0.0129, 0.9818, -1.6744)  0.09
H (-1.5097, -0.9943, -1.9006)  0.08
H (-2.8011, -6.1381, -3.2998)  0.09
H (-4.6869, -3.6501, -5.0987)  0.09
H (-6.1661, -4.6322, -4.9765)  0.08
H (-6.1317, -2.9752, -4.3662)  0.09
C (0.8098, 3.0832, 7.7165)  -0.12
O (-0.1755, 2.9380, 6.7243)  -0.19
C (-1.1219, 3.9914, 6.7186)  -0.21
C (-1.6745, 4.2358, 5.3331)  -0.19
O (-0.7885, 4.9134, 4.4593)  -0.13
C (0.2943, 4.1768, 3.9098)  -0.18
C (-0.1031, 3.1828, 2.8433)  -0.21
O (-0.6779, 2.0243, 3.4120)  -0.20
C (-1.5791, 1.3864, 2.5222)  -0.09
H (0.3821, 3.0102, 8.7241)  0.09
H (1.5300, 2.2784, 7.5811)  0.09
H (1.3323, 4.0429, 7.6202)  0.09
H (-0.6652, 4.9169, 7.0905)  0.12
H (-1.9552, 3.7217, 7.3829)  0.13
H (-2.5256, 4.9120, 5.4456)  0.13
H (-2.0418, 3.3074, 4.8914)  0.12
H (0.8838, 3.6911, 4.6905)  0.12
H (0.9263, 4.9303, 3.4334)  0.12
H (0.7958, 2.8978, 2.2768)  0.13
H (-0.8083, 3.6610, 2.1522)  0.12
H (-2.3639, 2.0760, 2.2022)  0.08
H (-2.0380, 0.5550, 3.0540)  0.09
H (-1.0592, 1.0048, 1.6401)  0.08
C (0.8949, 6.4174, -5.5959)  -0.12
O (0.9792, 6.8484, -4.2579)  -0.20
C (-0.1126, 6.4097, -3.4662)  -0.20
C (0.2910, 6.2178, -2.0231)  -0.18
O (1.0484, 5.0457, -1.7783)  -0.13
C (2.3993, 5.0126, -2.2026)  -0.18
C (3.3353, 5.8681, -1.3810)  -0.20
O (3.2138, 7.2402, -1.7155)  -0.20
C (3.5533, 8.0948, -0.6507)  -0.12
H (0.0396, 6.8702, -6.1115)  0.09
H (1.8113, 6.7255, -6.0962)  0.09
H (0.8101, 5.3264, -5.6570)  0.09
H (-0.5117, 5.4651, -3.8524)  0.13
H (-0.9073, 7.1675, -3.5083)  0.13
H (-0.6290, 6.0761, -1.4512)  0.13
H (0.7897, 7.1081, -1.6334)  0.12
H (2.4926, 5.2442, -3.2658)  0.12
H (2.7059, 3.9737, -2.0613)  0.13
H (4.3678, 5.5459, -1.5760)  0.13
H (3.1170, 5.7143, -0.3173)  0.13
H (2.9505, 7.8794, 0.2395)  0.09
H (3.3495, 9.1147, -0.9721)  0.09
H (4.6153, 8.0114, -0.3895)  0.09

=====

(2)
Formula: C34H68MgO21S8
Source: OMol25
Level of theory: the ωB97M-V functional and the def2-TZVPD basis

Summary:
E_LUMO: -0.681 eV

Each line ends with the Löwdin charge.
Element x y z (Å)
Mg (1.5419, 0.0125, -3.0304)  0.58
C (-0.8629, -0.6456, 0.1329)  -0.05
C (0.0123, -0.1098, -0.7548)  -0.36
C (1.2273, 0.7212, -0.3392)  -0.37
O (2.1823, 1.0840, -1.1839)  -0.14
C (1.4194, 1.0242, 0.9403)  0.02
C (0.3546, 0.5973, 2.0086)  -0.24
C (-0.7911, -0.3546, 1.5198)  -0.34
O (-1.7287, -0.6872, 2.2697)  -0.01
O (0.4860, 0.9672, 3.2049)  0.02
O (-0.3054, -0.4649, -1.9355)  -0.08
H (-1.7022, -1.2377, -0.2010)  0.09
H (2.3578, 1.4750, 1.2275)  0.09
C (-5.0434, -1.0373, 2.7925)  -0.02
C (-4.6531, 0.2528, 2.1404)  -0.35
C (-4.3118, 0.1031, 0.6725)  -0.08
O (-5.0771, 1.2569, 0.1241)  -0.01
C (-5.7901, 1.9314, 1.2085)  -0.39
O (-6.4980, 3.0385, 1.1954)  0.03
O (-5.6351, 1.2485, 2.3257)  0.11
H (-4.1359, -1.6400, 2.7568)  0.08
H (-5.7822, -1.6713, 2.3023)  0.09
H (-5.2652, -0.9587, 3.8568)  0.09
H (-3.6793, 0.5256, 2.5469)  0.13
H (-4.7088, -0.8831, 0.4318)  0.12
H (-3.2825, 0.1107, 0.3138)  0.09
C (-2.2422, -4.0488, -0.5245)  0.01
C (-2.1216, -4.7655, -1.8779)  -0.31
C (-1.2577, -5.9929, -1.6441)  -0.13
O (-2.0452, -7.0830, -1.9498)  0.12
C (-3.2688, -6.6489, -2.1600)  -0.60
O (-4.3035, -7.3119, -2.3855)  0.11
O (-3.3312, -5.3933, -2.0729)  0.12
H (-3.0442, -3.3134, -0.5902)  0.08
H (-1.3574, -3.4195, -0.4287)  0.07
H (-2.4443, -4.7681, 0.2692)  0.11
H (-1.7515, -4.2960, -2.7893)  0.14
H (-1.1538, -5.9337, -0.5607)  0.12
H (-0.3105, -5.9956, -2.1835)  0.14
C (3.1718, -0.9471, 5.2948)  0.00
C (2.9291, 0.6104, 5.6088)  -0.28
C (1.7449, 0.9031, 6.5702)  -0.16
O (2.2143, 1.8430, 7.4582)  0.07
C (3.6245, 1.8847, 7.4232)  -0.45
O (4.4338, 2.4160, 8.1327)  0.15
O (4.0343, 1.0641, 6.3846)  0.02
H (2.5214, -1.2577, 4.4770)  0.06
H (2.8258, -1.5535, 6.1318)  0.07
H (4.1623, -1.0858, 4.8616)  0.07
H (2.9953, 1.2737, 4.7464)  0.13
H (1.4632, -0.0769, 6.9553)  0.11
H (0.9579, 1.2069, 5.8800)  0.12
C (3.4776, 3.9470, 0.0866)  -0.30
S (3.4042, 5.6266, -0.6332)  0.87
O (4.7759, 5.8451, -1.3408)  -0.60
C (2.1427, 5.1249, -1.9401)  -0.26
H (2.6355, 3.6173, 0.6952)  0.05
H (4.3099, 3.7923, 0.7733)  0.00
H (3.7992, 3.3189, -0.7442)  0.04
H (1.3928, 5.9110, -1.8513)  0.04
H (1.6047, 4.2457, -1.5858)  0.01
H (2.6312, 5.0530, -2.9118)  0.04
C (-3.9421, -0.7065, -3.2277)  -0.26
S (-4.0459, -1.2930, -4.8717)  0.80
O (-3.6009, -0.2147, -5.8199)  -0.56
C (-2.9276, -2.7307, -5.0042)  -0.25
H (-4.1635, -1.4823, -2.4947)  0.06
H (-4.5046, 0.2261, -3.1837)  0.07
H (-2.8818, -0.4554, -3.2014)  0.04
H (-2.5597, -2.8427, -6.0242)  0.04
H (-3.4518, -3.6599, -4.7808)  0.05
H (-2.1165, -2.5799, -4.2919)  0.02
C (0.4245, -2.7294, -6.2652)  -0.19
S (-0.0064, -0.9535, -5.8545)  0.91
O (0.8290, -0.7091, -4.6730)  -0.57
C (0.8138, -0.1828, -7.2777)  -0.21
H (0.1143, -3.3427, -5.4192)  0.04
H (1.4794, -2.7555, -6.5385)  0.06
H (-0.2139, -3.1332, -7.0510)  0.05
H (0.5191, 0.8622, -7.3736)  0.04
H (0.3346, -0.7042, -8.1063)  0.06
H (1.8832, -0.3932, -7.2614)  0.07
C (-1.9177, -1.9824, 8.0008)  -0.26
S (-2.2268, -0.4200, 7.0773)  0.85
O (-1.1529, 0.4967, 7.6014)  -0.57
C (-1.6703, -1.0101, 5.4523)  -0.28
H (-2.4283, -2.8112, 7.5104)  0.04
H (-2.5336, -1.9350, 8.8989)  0.04
H (-0.8725, -2.2811, 8.0812)  0.06
H (-2.3317, -1.7935, 5.0821)  0.05
H (-0.6771, -1.4578, 5.4875)  0.05
H (-1.5544, -0.2116, 4.7194)  0.03
C (-1.8975, 2.7220, 0.8476)  -0.23
S (-2.0022, 4.4934, 0.4141)  0.86
O (-1.5011, 4.5734, -1.0115)  -0.60
C (-3.8501, 4.5795, 0.2341)  -0.24
H (-0.9995, 2.2291, 0.4751)  0.03
H (-2.7195, 2.2400, 0.3182)  0.03
H (-1.9573, 2.3998, 1.8872)  0.07
H (-4.1071, 5.5334, -0.2264)  0.05
H (-4.3344, 4.4467, 1.2015)  0.05
H (-4.1192, 3.9160, -0.5877)  0.05
C (7.5772, 1.9406, 1.5288)  -0.29
S (5.9605, 1.6770, 0.7792)  0.86
O (5.8633, 0.5313, -0.1985)  -0.55
C (5.3526, 0.9388, 2.4217)  -0.22
H (8.2105, 1.1366, 1.9037)  0.06
H (7.5363, 2.5851, 2.4069)  0.06
H (8.1622, 2.3639, 0.7123)  0.04
H (5.2934, 1.6719, 3.2262)  0.05
H (6.1062, 0.2274, 2.7595)  0.05
H (4.3384, 0.5930, 2.2220)  0.03
C (-1.2398, 2.7091, -4.6142)  -0.18
S (0.4460, 3.1710, -3.8612)  1.00
O (1.0680, 1.7710, -3.5988)  -0.58
C (1.1414, 3.7113, -5.4898)  -0.22
H (-1.7808, 2.2057, -3.8129)  0.05
H (-1.1741, 1.9897, -5.4305)  0.04
H (-1.7798, 3.5117, -5.1164)  0.06
H (2.1233, 4.1832, -5.4539)  0.05
H (0.5072, 4.4847, -5.9232)  0.06
H (1.1492, 2.8397, -6.1442)  0.04
C (1.8949, -3.4660, -0.8305)  -0.23
S (3.0664, -2.7064, -2.0083)  1.00
O (2.3254, -1.5416, -2.6011)  -0.56
C (4.0972, -2.0824, -0.5819)  -0.20
H (2.2149, -4.2822, -0.1828)  0.07
H (1.3329, -4.0169, -1.5847)  0.02
H (1.1785, -2.7735, -0.3887)  0.06
H (3.9840, -2.5677, 0.3875)  0.06
H (3.8228, -1.0312, -0.4934)  0.04
H (5.1427, -2.1726, -0.8766)  0.05

=====

- Which value of E_LUMO does entry 2 give?
  -0.681 eV

=====

- Among the records above, which one has the lowest E_LUMO?
  C34H68MgO21S8

=====

- What is the formula in the second record?
  C34H68MgO21S8